The following is a DFT calculation (ωB97M-V with the def2-TZVPD basis set) of a molecular structure, C22H22CrIN2O5.

Structure (XYZ):
```
53
Properties=species:S:1:pos:R:3:forces:R:3:lowdin_spin:R:1
Cr 0.056 -0.046 0.057 -0.4 -0.4 0.3 1.017
C 0.336 2.160 -0.325 0.0 -0.2 -0.1 -0.013
C 1.593 1.538 -0.516 -0.1 0.1 -0.2 -0.009
C 1.458 0.557 -1.536 -0.2 0.1 0.1 -0.013
C 0.099 0.577 -1.991 0.3 0.0 0.1 -0.010
C -0.598 1.557 -1.226 0.2 0.2 0.1 -0.010
C -2.012 2.005 -1.411 0.0 0.0 0.0 0.000
C -0.429 -0.201 -3.153 0.0 0.0 0.0 0.000
C 2.543 -0.313 -2.079 0.0 0.0 0.0 -0.001
C 2.870 1.887 0.178 0.0 0.0 0.0 0.000
C 0.010 3.263 0.629 0.0 0.0 0.0 -0.001
H -2.474 2.292 -0.466 0.0 0.0 0.0 0.000
H -2.628 1.234 -1.872 0.0 0.0 0.0 0.000
H -2.041 2.882 -2.064 0.0 0.0 0.0 -0.001
H -0.049 -1.223 -3.172 0.0 0.0 0.0 0.000
H -0.119 0.273 -4.088 0.0 0.0 0.0 -0.001
H -1.518 -0.241 -3.152 0.0 0.0 0.0 0.000
H 2.933 0.101 -3.013 0.0 0.0 0.0 -0.001
H 2.176 -1.320 -2.273 0.0 0.0 0.0 0.000
H 3.376 -0.393 -1.380 0.0 0.0 0.0 0.000
H 3.487 1.007 0.358 0.0 0.0 0.0 0.000
H 2.694 2.373 1.137 0.0 0.0 0.0 0.000
H 3.451 2.576 -0.439 0.0 0.0 0.0 0.000
H -0.777 2.963 1.322 0.0 0.0 0.0 -0.001
H -0.339 4.141 0.080 0.0 0.0 0.0 -0.001
H 0.884 3.564 1.206 0.0 0.0 0.0 0.000
O -5.298 -2.875 -0.644 0.0 0.1 0.1 0.004
C -4.088 -2.301 -0.484 0.0 0.0 0.0 0.007
C -2.927 -2.846 -1.035 0.1 0.0 0.0 -0.002
C -1.742 -2.175 -0.822 -0.1 0.1 -0.1 0.007
N -1.715 -1.032 -0.153 0.3 0.1 0.2 -0.008
C -2.791 -0.560 0.468 0.0 0.1 -0.2 0.006
C -4.022 -1.155 0.313 0.0 0.0 0.0 -0.003
C -2.422 0.558 1.431 -0.2 -0.4 0.6 0.002
O -3.281 1.159 2.046 0.1 0.1 -0.2 0.010
O -1.142 0.637 1.588 0.3 0.2 -0.3 -0.001
C -0.339 -2.671 -1.128 0.0 -0.5 0.4 0.002
O -0.168 -3.693 -1.765 0.0 0.2 -0.1 0.010
O 0.552 -1.966 -0.515 0.1 0.4 -0.2 -0.001
H -5.218 -3.668 -1.183 0.0 -0.1 -0.1 0.000
H -2.925 -3.782 -1.579 0.0 0.0 0.0 0.000
H -4.894 -0.769 0.822 0.0 0.0 0.0 0.000
I 2.284 1.601 5.340 0.0 0.0 0.0 0.000
C 2.350 0.268 3.748 0.0 -0.1 -0.1 -0.001
C 3.296 -0.743 3.693 0.0 0.0 0.1 0.005
C 3.291 -1.596 2.603 0.0 0.0 0.0 -0.001
C 2.353 -1.409 1.603 0.0 0.1 0.0 0.004
N 1.448 -0.426 1.659 -0.3 0.0 -0.1 0.001
C 1.436 0.392 2.716 0.0 0.0 0.0 0.004
H 4.020 -0.862 4.487 0.0 0.0 0.0 0.000
H 4.009 -2.401 2.524 0.0 0.0 0.0 0.000
H 2.295 -2.046 0.731 0.0 0.0 0.0 0.000
H 0.660 1.146 2.723 0.0 0.0 0.0 0.000
```
Positions in Å, forces in eV/Å.

LUMO level (alpha / beta) = 0.1 / -0.2 eV
Energy relative to the best compared isomer or geometry (same formula, charge and spin) = 0.0 kJ/mol
Electronic energy = -72914.2344 eV
Charge = 0
Multiplicity = 2

---

The following is a DFT calculation (ωB97M-V with the def2-TZVPD basis set) of 2 unconnected molecules or ions with the total composition C5H14NOS2 at a distorted geometry.

Structure (XYZ):
```
23
Properties=species:S:1:pos:R:3:forces:R:3:mulliken_charge:R:1
C 1.094 -1.409 0.875 -0.5 0.8 0.0 -1.066
C 0.222 -0.741 -1.453 -0.3 1.8 -2.5 -1.407
C 1.451 2.195 -0.072 0.8 -1.1 3.5 -0.810
C 0.806 -0.281 -0.186 0.1 -2.7 2.6 0.628
C -2.180 -0.160 0.550 -0.5 -1.6 -1.6 0.290
N 1.850 0.758 -0.195 2.2 -0.8 -2.6 -0.175
O -1.984 0.002 1.861 -0.8 1.8 0.9 -0.461
S -2.926 -1.704 0.021 0.1 -0.3 1.4 -0.187
S -2.601 1.158 -0.525 0.4 2.5 2.4 -0.204
H 1.527 -2.379 0.474 -0.5 1.3 0.1 0.309
H 0.065 -1.633 1.279 1.2 -0.1 0.0 0.237
H 1.780 -1.037 1.700 -1.0 -0.5 -0.8 0.372
H 1.044 -0.939 -2.179 -0.3 -0.2 0.2 0.487
H -0.417 0.037 -2.021 1.0 -0.8 1.0 0.174
H -0.421 -1.621 -1.426 0.4 0.0 0.6 0.300
H 0.797 2.557 -0.801 -1.2 0.0 -1.0 0.308
H 1.057 2.075 0.956 -0.6 1.3 -0.7 0.357
H 2.308 2.844 0.019 0.5 -0.1 -0.3 0.356
H 2.323 0.580 -1.091 -0.2 0.5 -0.6 0.423
H 2.704 0.516 0.372 -1.6 0.4 0.5 0.450
H -2.523 0.768 2.220 0.7 -1.1 -0.4 0.327
H -3.229 -2.201 1.289 0.4 0.5 -1.1 0.170
H -2.746 0.613 -1.666 -0.2 -1.5 -1.5 0.124
```
Positions in Å, forces in eV/Å.

LUMO level (alpha / beta) = -3.1 / -4.3 eV
Electronic energy = -30608.9689 eV
Charge = +1
Multiplicity = 1

---

The following is a DFT calculation (ωB97M-V with the def2-TZVPD basis set) of a single C3H6ClOP molecule at a distorted geometry.

Structure (XYZ):
```
12
Properties=species:S:1:pos:R:3:forces:R:3:mulliken_charge:R:1
C 1.411 1.152 -0.468 0.6 -0.1 -0.3 0.269
C 0.500 0.251 -0.914 -0.7 -0.2 0.0 -0.557
C -1.048 -1.617 0.627 0.1 0.2 -0.3 -0.898
O 1.578 2.158 0.465 -1.2 -1.1 -0.6 -0.481
P -1.251 -0.494 -0.848 1.8 0.6 0.8 0.211
Cl -2.203 1.015 0.135 -0.6 0.8 0.4 -0.265
H 2.360 1.100 -1.000 -0.1 0.0 0.1 0.268
H 0.785 2.275 1.000 -0.2 0.0 0.0 0.314
H 0.928 -0.318 -1.737 0.3 0.1 0.0 0.205
H -0.235 -1.278 1.267 -0.1 0.0 0.0 0.302
H -1.978 -1.617 1.193 -0.1 -0.1 -0.1 0.327
H -0.846 -2.626 0.280 0.1 -0.1 0.0 0.304
```
Positions in Å, forces in eV/Å.

LUMO level = 0.7 eV
Energy relative to the best compared isomer or geometry (same formula, charge and spin) = 104.5 kJ/mol
Electronic energy = -27066.2679 eV
Charge = 0
Multiplicity = 1